[1]
Entry from OMol25: a 2-piece molecular cluster, C4H8O2 overall (ωB97M-V/def2-TZVPD).

XYZ file:
```
14
Properties=species:S:1:pos:R:3:forces:R:3
C -0.4442 -0.6307 2.1249 -2.35 5.93 5.68
C 0.1667 -1.5537 1.5681 0.38 -1.46 -3.33
O -0.4585 -2.1498 0.5687 1.59 -4.10 -2.54
H -1.3947 -0.1106 2.1598 -0.68 -1.13 -1.36
H -0.0043 -0.1332 2.9479 1.45 0.42 0.74
H 1.2183 -1.6743 1.5691 0.77 -0.82 0.53
H -1.2305 -1.8178 0.1603 -1.15 1.16 0.30
C 0.8828 1.2789 -1.9055 -1.34 -3.62 -0.67
C -0.4410 0.9336 -1.1687 0.55 2.93 1.52
O -0.8211 1.7050 -0.2634 0.55 -2.60 -2.43
H 0.6852 1.9900 -2.6562 -0.47 0.80 -1.18
H 1.3858 0.3534 -2.3955 -0.80 1.60 0.99
H 1.4617 1.7617 -1.2026 1.63 0.77 1.51
H -1.0061 0.0477 -1.5070 -0.13 0.13 0.25
```
Positions in Å, forces in eV/Å.

ΔE to the lowest compared entry with this formula, charge and spin ... 3.581 eV
LUMO level ... 0.88 eV

***

[2]
Entry from OMol25: a 2-piece molecular cluster, C37H44BF2N2O6S4 overall (ωB97M-V/def2-TZVPD).

XYZ file:
```
96
Properties=species:S:1:pos:R:3:forces:R:3
C -0.1440 -2.5158 2.8797 0.01 -0.16 0.44
C 0.9887 -3.4430 3.3539 -0.28 0.10 -0.32
C 2.2767 -3.4433 2.5178 -0.29 0.08 0.38
C 2.8495 -2.0653 2.1758 0.32 -0.35 -0.29
N 3.1958 -1.9177 0.7453 -0.27 0.96 0.36
C 2.0037 -1.6606 -0.1164 0.22 -0.80 -0.18
C 1.4578 -2.9384 -0.7780 -0.40 0.27 0.22
C -0.0772 -3.0861 -0.7294 0.50 -0.20 -0.79
C -0.5975 -3.6874 -2.0513 0.09 0.34 -0.18
C -2.0513 -3.4467 -2.2728 -0.29 -0.43 0.45
C -3.0117 -4.3537 -2.0737 0.40 0.07 0.08
C -2.7979 -5.7583 -1.6315 0.03 -0.32 -0.21
C -4.4122 -3.9203 -2.2977 0.28 0.28 0.14
O -5.2406 -4.6546 -2.7649 -0.82 -0.74 -0.12
C -4.7012 -2.5311 -1.9236 0.16 0.36 0.00
C -3.7722 -1.5997 -2.1186 -0.15 0.26 0.26
C -4.0306 -0.1755 -1.6848 0.35 -0.09 -0.73
C -3.1758 0.9245 -2.3161 -0.64 0.84 0.27
C -3.9935 2.2255 -2.4618 0.38 -0.64 0.26
S -4.6818 2.7840 -0.8754 -0.56 -0.07 0.09
C -3.3366 3.7601 -0.1827 0.25 0.49 -0.04
S -3.0316 5.2314 -0.7660 0.17 0.13 -0.15
N -2.5892 3.2008 0.8680 -0.38 -1.38 -0.66
C -1.2436 2.7861 0.5550 0.79 0.37 0.17
C -0.6991 2.7855 -0.7279 0.11 -0.02 0.13
C 0.6128 2.3660 -0.9381 0.09 -0.18 0.42
C 1.4017 1.9105 0.1124 -0.83 0.36 0.08
C 0.8589 1.9228 1.3985 -0.02 -0.05 -0.54
C -0.4364 2.3715 1.6142 0.24 -0.15 -0.04
C -3.3391 2.2376 1.6340 -0.23 0.23 0.40
C -3.0794 0.8702 1.6395 -0.17 0.13 0.29
C -3.8720 0.0293 2.4109 -0.05 0.00 0.07
C -4.9345 0.5192 3.1655 0.19 0.43 -0.29
C -5.2066 1.8826 3.1422 0.42 -0.30 -0.31
C -4.4021 2.7294 2.3872 -0.16 -0.09 0.10
C -2.4880 -2.0884 -2.7212 0.03 -0.26 0.49
O -1.8337 -1.4735 -3.5212 0.32 0.54 -0.33
C 4.1167 -0.8643 0.5342 0.26 -0.13 -0.28
S 4.3354 0.4586 1.4492 0.08 -0.06 0.28
S 5.0274 -1.2018 -0.9255 -0.33 -0.09 -0.23
C 5.6292 0.4215 -1.4186 0.18 -0.03 -0.07
C 6.4337 0.3243 -2.7009 0.31 0.32 -0.13
C 6.8162 1.7158 -3.2073 0.05 0.02 -0.02
H -0.9119 -3.0664 2.3484 -0.06 -0.04 -0.32
H 0.1964 -1.6876 2.2710 0.04 0.10 -0.18
H -0.6358 -2.0797 3.7452 -0.11 0.13 0.08
H 1.1948 -3.2290 4.3986 0.26 0.12 0.10
H 0.6026 -4.4591 3.3311 0.00 -0.23 0.19
H 3.0262 -3.9626 3.1088 0.14 -0.25 -0.03
H 2.1209 -4.0562 1.6373 0.01 0.10 -0.24
H 2.2112 -1.2520 2.5142 -0.18 0.14 -0.03
H 3.7856 -1.9472 2.7060 0.13 0.11 0.18
H 1.2484 -1.1201 0.4510 -0.11 -0.02 0.23
H 2.2985 -0.9943 -0.9173 0.10 0.22 -0.03
H 1.7758 -2.9218 -1.8156 0.10 -0.09 -0.19
H 1.9184 -3.8063 -0.3250 0.16 -0.15 0.01
H -0.5468 -2.1161 -0.5884 -0.08 0.17 0.23
H -0.3342 -3.7582 0.0804 -0.33 0.14 0.35
H -0.0553 -3.2116 -2.8664 0.06 0.02 -0.14
H -0.3814 -4.7487 -2.0793 0.09 -0.21 -0.07
H -3.6805 -6.3541 -1.8323 -0.18 -0.06 -0.01
H -2.5926 -5.7983 -0.5648 0.03 0.00 0.18
H -1.9666 -6.2281 -2.1469 0.18 -0.05 -0.04
H -5.6549 -2.2805 -1.4880 -0.34 -0.07 -0.16
H -3.9221 -0.1287 -0.6068 -0.09 -0.02 0.22
H -5.0743 0.0277 -1.9082 -0.25 0.01 0.11
H -2.3495 1.1696 -1.6561 0.40 -0.30 -0.20
H -2.8204 0.6610 -3.3032 0.24 -0.18 -0.10
H -4.8647 2.0108 -3.0741 -0.21 0.17 -0.13
H -3.4081 3.0029 -2.9400 -0.02 0.28 0.02
H -1.2603 3.1209 -1.5849 -0.13 0.13 0.00
H 1.0323 2.3976 -1.9312 -0.04 0.04 -0.18
H 2.4149 1.5964 -0.0601 0.17 0.00 0.01
H 1.4643 1.5924 2.2262 0.07 0.06 0.22
H -0.8186 2.3729 2.6229 -0.12 0.13 0.10
H -2.2556 0.4814 1.0632 0.11 -0.11 -0.05
H -3.6629 -1.0303 2.4337 0.08 -0.11 -0.07
H -5.5451 -0.1366 3.7616 -0.05 -0.21 0.08
H -6.0320 2.2722 3.7125 -0.12 0.17 0.10
H -4.6123 3.7879 2.3734 0.08 0.17 -0.01
H 6.2617 0.7997 -0.6255 0.06 0.16 0.18
H 4.8071 1.1204 -1.5473 -0.26 -0.03 0.11
H 7.3556 -0.2211 -2.5146 0.01 -0.30 0.08
H 5.8957 -0.1890 -3.4938 -0.14 -0.26 0.03
H 6.9220 2.4290 -2.3953 0.01 0.08 0.17
H 6.0782 2.1129 -3.8970 -0.16 0.08 -0.03
H 7.7689 1.6789 -3.7252 0.12 0.03 -0.18
B 2.2442 5.4495 2.5216 -0.32 -0.10 0.28
O 2.5274 4.8298 1.1886 0.16 0.14 0.00
C 3.5790 5.4055 0.6498 -0.23 -0.37 -0.25
O 4.0648 5.1310 -0.4157 0.11 0.01 -0.09
C 4.0875 6.4877 1.6168 0.13 0.34 0.39
O 5.0369 7.2019 1.4308 0.00 -0.04 -0.07
O 3.3080 6.4902 2.6783 0.09 -0.09 -0.24
F 2.3467 4.4911 3.5239 0.05 -0.04 -0.01
F 0.9870 6.0305 2.5296 0.00 0.03 -0.03
```
Positions in Å, forces in eV/Å.

Net charge ... -1
LUMO level ... 0.68 eV

***

[3]
Entry from OMol25: a 17-piece molecular cluster, C2H36O16 overall (ωB97M-V/def2-TZVPD).

XYZ file:
```
54
Properties=species:S:1:pos:R:3:forces:R:3
C 1.9999 1.1413 0.0654 -1.04 -1.19 -0.48
C 2.7569 0.3293 -0.6509 1.49 -0.75 -0.49
H 2.2331 1.5729 1.0126 0.24 0.20 0.01
H 0.9450 1.1815 -0.1608 -0.03 0.29 -0.28
H 3.7575 0.0118 -0.3746 0.15 0.66 0.51
H 2.5945 -0.1770 -1.6001 -1.26 0.39 0.04
H -1.6112 3.1370 0.2080 0.25 0.36 0.73
H -2.7891 3.1817 1.3231 0.72 0.03 0.24
O -2.5155 2.8931 0.4523 -0.85 -0.02 -0.83
H -3.3493 0.6985 1.4293 0.09 -0.13 0.01
H -3.6513 1.2429 0.0703 -0.04 -0.36 0.20
O -3.7632 0.4338 0.5986 0.01 0.05 -0.19
H -3.5646 2.8644 -1.7752 0.12 0.08 0.22
H -2.3968 1.9532 -1.3580 -0.13 0.27 0.27
O -3.0096 2.1405 -2.0719 0.00 -0.30 -0.63
H 3.4176 1.0367 2.2504 -0.11 0.52 -0.31
H 4.5992 1.3295 1.1452 -0.63 0.57 0.11
O 4.2467 0.7814 1.8435 1.26 -1.18 0.77
H 0.2693 2.6908 -1.1001 0.08 -0.09 0.03
H 0.3379 4.1632 -0.8046 -0.08 0.18 0.14
O 0.0863 3.3269 -0.3983 -0.08 0.27 -0.39
H -1.9506 -0.6637 3.1591 0.15 0.09 0.19
H -1.4134 -1.3370 1.8930 0.60 0.33 0.61
O -1.1946 -0.6076 2.5624 -0.46 -0.32 0.00
H 4.2080 -2.6225 -0.4441 -0.23 -0.19 -0.61
H 4.3429 -2.8151 0.9965 -0.38 -0.38 0.74
O 3.7352 -3.0387 0.2834 0.61 0.28 -0.63
H 1.2553 -2.7393 -2.4259 -0.22 0.20 0.12
H 1.1752 -2.0814 -3.7942 -0.08 0.15 0.17
O 1.4361 -2.8990 -3.3550 0.25 -0.23 -0.20
H -3.3441 -0.4398 -4.0048 -0.13 0.02 0.19
H -2.7550 0.6773 -3.0692 -0.50 0.03 -0.27
O -2.5569 -0.1366 -3.5529 0.82 0.02 -0.29
H -4.8257 -0.8932 -2.1851 -0.05 0.18 0.19
H -3.9938 -1.2499 -0.9452 -0.21 0.27 0.05
O -4.2779 -1.5804 -1.8037 -0.08 -0.52 0.05
H 0.4691 0.2294 2.9241 0.04 0.21 -0.59
H 1.6762 -0.1436 3.6214 0.64 0.25 0.04
O 1.3817 0.5618 3.0263 -0.39 -0.73 0.59
H 4.1642 -1.1989 2.2194 0.02 0.35 0.52
H 2.8262 -1.7984 2.0786 -0.18 -0.25 0.18
O 3.5969 -1.8564 2.6551 0.13 0.28 -0.12
H 1.6074 -1.9607 0.1155 0.10 0.64 0.20
H 1.6325 -3.2945 -0.4753 -0.22 -0.26 0.19
O 0.9981 -2.5960 -0.2581 -0.04 -0.49 -0.33
H -0.0817 0.0808 -4.3619 -0.58 -0.02 0.06
H -0.4360 -0.3709 -2.9150 -0.45 -0.06 -0.51
O 0.2816 -0.1019 -3.4957 1.06 0.05 0.41
H -1.1109 1.2560 2.9905 -0.20 0.02 -0.27
H -1.2106 2.6300 3.6593 -0.01 -0.01 0.01
O -1.6619 2.0472 3.0408 -0.03 0.32 0.35
H -0.8712 -2.8451 0.6082 0.07 0.52 -0.66
H -1.9818 -1.7080 0.2914 0.32 -0.30 -0.79
O -1.7136 -2.4375 0.8566 -0.55 -0.28 0.71
```
Positions in Å, forces in eV/Å.

ΔE to the lowest compared entry with this formula, charge and spin ... 3.990 eV
LUMO level ... 0.00 eV

***

[4]
Entry from OMol25: C24H29BrFIrN2O5S2Si2 as an isolated structure (ωB97M-V/def2-TZVPD).

XYZ file:
```
67
Properties=species:S:1:pos:R:3:forces:R:3
Ir -0.7509 0.1579 1.5263 -0.02 0.25 -0.30
C 4.7519 -0.8775 1.0698 -0.02 -0.03 0.01
Si 2.8656 -0.6713 1.2657 0.03 0.09 -0.02
C 2.2194 -2.4069 1.5775 -0.04 -0.03 -0.02
C 2.7027 0.3393 2.8482 -0.02 -0.02 0.00
C 2.2935 0.2633 -0.2117 -0.03 -0.02 0.04
C 1.5399 1.4287 -0.1167 0.01 0.00 -0.03
C 1.7483 2.5384 -1.0206 0.01 -0.02 -0.01
C 1.2723 3.7813 -0.7644 -0.01 0.00 0.03
C 0.4957 3.9985 0.3978 0.00 0.00 -0.01
C 0.1484 2.8956 1.1216 0.01 0.01 0.00
N 0.5553 1.6313 0.8490 -0.04 0.00 0.02
Si 2.7056 -0.3605 -1.8889 -0.02 -0.09 -0.07
C 4.3089 0.3021 -2.6771 0.02 0.00 0.03
C 2.8980 -2.2379 -1.9107 -0.03 0.00 0.06
C 1.3127 -0.0131 -3.1164 0.02 0.02 -0.01
H 5.1677 -1.4070 1.9337 0.00 0.00 0.00
H 5.2345 0.1015 1.0023 -0.02 0.01 0.00
H 5.0200 -1.4417 0.1735 0.00 -0.01 -0.02
H 2.7370 -2.8338 2.4433 -0.01 -0.01 0.00
H 2.3752 -3.0593 0.7164 0.01 0.02 0.02
H 1.1531 -2.4136 1.7966 -0.06 0.03 0.04
H 3.2427 -0.1708 3.6523 0.02 0.00 -0.01
H 1.6767 0.4741 3.1888 -0.03 0.00 0.01
H 3.1480 1.3285 2.7038 -0.01 0.00 0.00
H 2.4049 2.3735 -1.8644 0.00 -0.01 -0.01
H 1.5094 4.6020 -1.4335 0.00 0.00 0.00
H 0.1146 4.9715 0.6725 0.01 0.00 0.00
H -0.5426 2.9883 1.9484 0.00 -0.01 0.01
H 5.1704 0.0484 -2.0525 -0.01 0.00 0.00
H 4.3011 1.3884 -2.7983 -0.02 0.01 0.01
H 4.4594 -0.1487 -3.6639 0.01 0.01 0.00
H 3.5532 -2.6106 -1.1228 0.08 0.01 -0.02
H 3.3093 -2.5655 -2.8710 -0.03 0.02 -0.03
H 1.9210 -2.7074 -1.7662 -0.02 0.03 0.01
H 1.1707 1.0499 -3.3204 -0.01 0.00 -0.01
H 0.3783 -0.4039 -2.7050 0.02 0.00 0.01
H 1.5042 -0.5172 -4.0692 0.02 0.00 0.01
Br -5.1312 -0.3768 -3.2115 0.00 0.00 0.00
C -4.3967 -1.2915 -1.6888 -0.02 0.01 0.01
C -5.2785 -1.8503 -0.7816 0.00 0.04 0.00
C -4.7111 -2.5287 0.2866 -0.01 0.01 0.04
C -3.3357 -2.6083 0.3940 0.04 -0.01 -0.06
C -2.5567 -1.9788 -0.5702 -0.02 0.02 0.03
N -3.0939 -1.3344 -1.6115 0.02 0.06 -0.05
C -1.0387 -2.0644 -0.5452 -0.02 0.03 0.15
O -0.5586 -3.1211 -0.9351 0.07 -0.01 -0.12
O -0.3699 -1.0369 -0.1657 0.01 -0.11 0.04
H -6.3464 -1.7451 -0.9032 0.00 -0.01 -0.01
H -5.3462 -2.9797 1.0398 0.01 0.00 0.00
H -2.8565 -3.1078 1.2215 -0.02 0.00 -0.02
O -2.2797 -1.3957 4.9400 -0.16 0.06 -0.07
S -1.4406 -0.9689 3.8476 0.27 -0.15 0.22
O -2.0632 -1.2320 2.4803 0.11 0.10 0.04
O -0.0850 -1.5047 3.8421 -0.06 -0.09 0.09
S -1.2134 1.0690 3.6482 0.03 -0.03 -0.09
F -5.2897 3.0023 -1.4562 0.01 0.00 0.00
C -4.2750 2.3659 -0.7930 -0.01 -0.01 -0.01
C -3.0359 2.2775 -1.3884 -0.01 -0.01 0.00
C -2.0119 1.6346 -0.7046 0.00 -0.05 0.02
C -2.2135 1.0862 0.5663 -0.08 -0.06 0.07
C -3.4923 1.1815 1.1207 -0.01 -0.01 0.02
C -4.5283 1.8218 0.4465 -0.01 -0.02 -0.01
H -2.8806 2.6871 -2.3785 0.00 0.00 0.00
H -1.0454 1.5412 -1.1825 0.02 0.01 0.00
H -3.6811 0.7464 2.0927 0.00 0.00 -0.01
H -5.5204 1.8955 0.8756 0.00 0.00 0.00
```
Positions in Å, forces in eV/Å.

Net charge ... -2
ΔE to the lowest compared entry with this formula, charge and spin ... 0.304 eV
LUMO level ... 4.21 eV

***

[5]
Entry from OMol25: an isolated ion of composition C20H26N3O and charge +1 (ωB97M-V/def2-TZVPD).

XYZ file:
```
50
Properties=species:S:1:pos:R:3:forces:R:3
C 3.4386 2.0469 -3.8215 -0.10 -0.26 0.31
C 3.0888 0.7269 -3.1435 0.21 0.07 -0.42
O 2.6087 0.9028 -1.8219 0.25 0.03 0.15
C 3.4658 1.2340 -0.8250 -0.01 -0.01 0.28
C 4.8530 1.2201 -0.9370 -0.07 -0.07 -0.27
C 5.6578 1.5125 0.1498 -0.10 0.03 0.12
C 5.0982 1.8172 1.3789 0.15 0.00 0.05
C 3.7251 1.8334 1.5064 -0.12 -0.04 -0.23
C 2.8891 1.5606 0.4231 0.54 -0.05 -0.26
C 1.4574 1.6244 0.6315 -0.60 -0.08 0.44
N 0.6429 1.6118 -0.3406 0.20 -0.12 -0.37
N -0.7030 1.7235 -0.2307 -0.67 0.54 0.22
C -1.3442 1.2978 -1.4528 0.17 -0.21 0.00
C -1.4509 -0.2313 -1.5024 0.33 0.61 -0.66
N -2.2035 -0.7145 -0.3185 -0.23 0.02 -0.08
C -2.4181 -2.1915 -0.3322 -0.33 -0.67 0.13
C -3.4117 -2.5912 0.7262 0.04 0.02 -0.02
C -3.0081 -3.2764 1.8651 -0.01 0.02 -0.12
C -3.9360 -3.6265 2.8313 0.01 -0.01 0.04
C -5.2687 -3.2867 2.6700 0.01 -0.01 0.00
C -5.6771 -2.6007 1.5374 -0.06 0.07 0.00
C -4.7529 -2.2547 0.5682 0.12 -0.04 0.01
C -1.5416 -0.2644 0.9315 0.28 0.56 0.80
C -1.4277 1.2670 0.9372 0.31 -0.26 0.00
H 3.7300 1.8631 -4.8517 0.05 0.01 -0.12
H 4.2568 2.5444 -3.3078 0.08 0.07 -0.02
H 2.5760 2.7081 -3.8091 -0.07 0.07 -0.03
H 2.2545 0.2515 -3.6683 0.16 0.00 0.06
H 3.9405 0.0366 -3.1638 -0.12 0.00 0.02
H 5.3255 0.9774 -1.8750 -0.01 -0.02 -0.11
H 6.7303 1.4973 0.0312 0.09 0.00 -0.02
H 5.7269 2.0413 2.2258 0.06 0.02 0.08
H 3.2775 2.0772 2.4594 -0.07 0.02 0.10
H 1.1530 1.6984 1.6827 -0.11 0.05 -0.08
H -0.7261 1.6416 -2.2820 -0.15 -0.06 0.00
H -2.3325 1.7614 -1.5231 -0.03 -0.02 -0.03
H -1.9559 -0.5607 -2.4113 -0.06 -0.11 0.13
H -0.4442 -0.6547 -1.4724 -0.10 -0.10 0.10
H -3.1344 -0.2771 -0.3386 0.13 -0.11 0.01
H -2.7902 -2.4672 -1.3224 0.12 0.17 0.02
H -1.4550 -2.6792 -0.1718 0.00 0.17 -0.07
H -1.9707 -3.5498 1.9905 0.14 -0.03 0.02
H -3.6166 -4.1666 3.7084 0.03 -0.06 0.09
H -5.9908 -3.5621 3.4220 -0.08 -0.03 0.08
H -6.7159 -2.3426 1.4046 -0.11 0.02 -0.01
H -5.0829 -1.7406 -0.3249 -0.07 0.04 -0.14
H -2.1178 -0.6229 1.7865 0.01 -0.05 -0.17
H -0.5410 -0.7034 0.9608 -0.12 -0.09 -0.11
H -0.9162 1.5925 1.8426 -0.15 -0.06 0.00
H -2.4197 1.7283 0.9290 0.03 -0.01 0.06
```
Positions in Å, forces in eV/Å.

Net charge ... +1
ΔE to the lowest compared entry with this formula, charge and spin ... 1.844 eV
LUMO level ... -2.43 eV

***

Let's list Kohn-Sham gap in order: 10.07 6.87 10.47 5.53 7.94 eV.